A structure of composition C33H46BrMnN3P2Se at a distorted geometry, computed with wB97M-V/def2-TZVPD.

Each line ends with the Löwdin spin population.
CARTESIAN COORDINATES (ANGSTROEM)
C: -1.189 6.326 -3.670  -0.007
C: -1.503 5.155 -4.385  -0.003
C: -1.468 5.278 -5.809  0.002
C: -1.224 6.532 -6.386  0.002
N: -0.985 7.629 -5.666  -0.003
C: -0.946 7.531 -4.350  0.000
C: -1.746 3.888 -3.712  -0.034
C: -1.739 2.918 -2.828  -0.039
C: -1.424 1.953 -1.816  0.004
C: -0.144 1.351 -1.728  -0.012
C: 0.089 0.279 -0.866  0.028
C: -0.868 -0.238 0.041  -0.014
C: -2.081 0.480 0.046  0.004
C: -2.358 1.525 -0.834  -0.010
Mn: -3.149 2.592 -4.171  4.091
P: 2.641 -0.800 0.602  0.300
H: -1.551 4.419 -6.489  0.002
H: -1.090 6.339 -2.590  0.000
H: -1.217 6.656 -7.481  0.000
H: -0.704 8.445 -3.808  0.000
H: -3.360 1.948 -0.776  0.001
H: 0.696 1.731 -2.328  0.000
H: -2.824 0.180 0.787  0.000
H: 1.073 -0.207 -0.912  0.017
C: 2.537 -2.079 1.941  0.022
C: 2.988 -3.494 1.625  0.005
H: 1.462 -2.102 2.177  0.002
H: 3.034 -1.666 2.828  0.002
H: 2.838 -4.101 2.526  0.001
H: 2.397 -3.942 0.818  0.000
H: 4.048 -3.554 1.358  0.000
C: 3.139 -1.781 -0.912  0.070
C: 3.578 -0.929 -2.097  0.002
H: 2.264 -2.385 -1.211  0.000
H: 3.933 -2.489 -0.629  0.012
H: 3.508 -1.536 -3.008  0.001
H: 2.961 -0.037 -2.253  0.001
H: 4.615 -0.597 -2.005  0.000
C: 4.217 0.071 0.992  0.019
C: 5.431 -0.828 1.197  0.010
H: 3.983 0.661 1.895  -0.001
H: 4.375 0.801 0.182  0.001
H: 6.291 -0.190 1.426  0.002
H: 5.284 -1.516 2.037  0.000
H: 5.674 -1.412 0.300  0.001
Br: -0.728 -1.595 1.337  0.002
P: -2.849 -2.341 -2.557  0.006
C: -1.055 -2.611 -2.176  0.001
C: -0.553 -4.048 -2.349  0.000
H: -0.927 -2.299 -1.132  0.000
H: -0.476 -1.919 -2.806  0.000
H: 0.546 -4.040 -2.396  0.000
H: -0.846 -4.696 -1.510  0.000
H: -0.930 -4.482 -3.282  0.000
C: -3.595 -2.225 -0.874  0.001
C: -4.734 -3.244 -0.718  0.000
H: -3.956 -1.197 -0.755  0.000
H: -2.799 -2.393 -0.131  0.000
H: -5.010 -3.381 0.335  0.000
H: -5.622 -2.888 -1.253  0.000
H: -4.455 -4.231 -1.113  0.000
C: -2.902 -0.750 -3.409  0.005
C: -3.095 -1.126 -4.879  0.002
H: -1.963 -0.221 -3.195  0.002
H: -3.750 -0.196 -2.987  0.002
H: -3.436 -0.276 -5.469  0.002
H: -2.166 -1.495 -5.327  0.000
H: -3.854 -1.912 -4.973  0.000
C: -1.360 1.164 4.181  0.004
N: -0.050 0.806 4.689  0.036
C: 1.126 0.919 3.987  0.029
Se: 1.300 1.513 2.272  0.340
N: 2.097 0.472 4.852  0.027
C: 1.537 0.029 6.049  0.014
C: 2.125 -0.470 7.203  0.002
C: 1.259 -0.786 8.261  0.013
C: -0.141 -0.618 8.142  0.012
C: -0.708 -0.112 6.964  0.004
C: 0.171 0.222 5.935  0.012
H: -1.997 1.408 5.034  0.001
H: -1.799 0.339 3.613  0.001
H: -1.256 2.027 3.521  0.003
H: 3.081 0.471 4.601  0.000
H: 3.202 -0.595 7.264  0.000
H: 1.644 -1.172 9.206  0.000
H: -0.792 -0.889 8.984  0.000
H: -1.772 0.036 6.807  0.000

Properties
⟨S²⟩: 8.89
2S+1: 6
Total charge: +2
HOMO level (spin up / spin down) (eV): -12.18 / -12.16
Kohn-Sham gap (spin up / spin down) (eV): 5.6 / 4.7
Energy relative to the best compared isomer or geometry (same formula, charge and spin) (kJ/mol): 0.0



A structure of composition C33H46BrN3P2PdSe at a distorted geometry, computed with wB97M-V/def2-TZVPD.

Each line ends with the Löwdin spin population.
CARTESIAN COORDINATES (ANGSTROEM)
C: 0.436 -5.267 -1.318  0.051
C: 1.793 -4.953 -1.393  -0.010
C: 2.437 -4.961 -2.636  0.052
C: 1.665 -5.229 -3.777  0.078
N: 0.363 -5.514 -3.689  0.725
C: -0.250 -5.537 -2.504  0.080
C: 2.408 -4.500 -0.187  0.019
C: 2.756 -4.025 0.898  -0.022
C: 2.668 -2.711 1.566  0.021
C: 2.573 -1.655 0.643  0.011
C: 2.184 -0.380 1.121  0.085
C: 1.697 -0.306 2.414  0.053
C: 1.975 -1.248 3.397  0.008
C: 2.577 -2.435 2.950  0.030
Pd: -0.226 -0.045 1.559  0.773
P: -0.773 -0.156 -0.923  0.127
H: 3.509 -4.795 -2.711  0.006
H: -0.062 -5.303 -0.352  0.006
H: 2.108 -5.228 -4.787  0.016
H: -1.314 -5.791 -2.484  0.016
H: 3.000 -3.139 3.667  0.001
H: 2.871 -1.808 -0.419  0.000
H: 1.719 -1.066 4.436  0.000
H: 2.448 0.557 0.639  0.029
C: -1.411 1.377 -1.794  0.031
C: -1.535 1.239 -3.318  0.010
H: -0.733 2.207 -1.523  0.004
H: -2.393 1.597 -1.346  0.000
H: -2.030 2.112 -3.748  0.002
H: -0.565 1.134 -3.820  0.000
H: -2.161 0.388 -3.598  0.000
C: 0.464 -0.718 -2.236  0.014
C: -0.064 -1.557 -3.409  0.004
H: 1.234 -1.283 -1.691  0.000
H: 0.943 0.194 -2.631  0.002
H: 0.790 -1.973 -3.956  0.001
H: -0.657 -2.422 -3.079  0.000
H: -0.642 -0.987 -4.154  0.000
C: -2.126 -1.414 -1.080  0.013
C: -3.060 -1.291 -2.289  0.004
H: -2.665 -1.392 -0.117  0.004
H: -1.597 -2.381 -1.113  0.000
H: -3.851 -2.045 -2.229  0.001
H: -3.549 -0.311 -2.372  0.000
H: -2.532 -1.517 -3.225  0.000
Br: 0.704 1.661 3.071  0.034
P: 2.279 2.286 -0.680  0.555
C: 1.985 2.699 -2.407  0.078
C: 2.754 3.958 -2.734  0.040
H: 0.906 2.829 -2.574  0.004
H: 2.293 1.846 -3.029  -0.001
H: 2.651 4.190 -3.794  0.011
H: 2.377 4.815 -2.174  0.001
H: 3.818 3.839 -2.525  0.001
C: 2.355 3.764 0.391  0.073
C: 3.737 4.242 0.820  0.023
H: 1.745 3.527 1.282  0.011
H: 1.826 4.560 -0.145  0.003
H: 3.620 5.148 1.428  0.006
H: 4.266 3.512 1.446  0.001
H: 4.365 4.507 -0.040  0.000
C: 3.901 1.424 -0.568  0.055
C: 5.067 1.905 -1.390  0.024
H: 3.678 0.376 -0.820  0.004
H: 4.245 1.414 0.476  0.000
H: 5.901 1.218 -1.206  0.005
H: 4.851 1.892 -2.457  0.000
H: 5.395 2.897 -1.071  0.000
C: -4.687 -0.690 1.841  0.003
N: -4.066 0.145 2.855  0.053
C: -2.757 0.032 3.215  0.013
Se: -1.758 -1.501 2.738  0.346
N: -2.511 1.044 4.106  0.030
C: -3.721 1.666 4.465  0.105
C: -4.008 2.309 5.663  -0.006
C: -5.356 2.326 6.067  0.092
C: -6.374 1.770 5.250  0.081
C: -6.065 1.173 4.008  0.000
C: -4.719 1.106 3.654  0.099
H: -4.696 -0.187 0.865  0.002
H: -5.697 -0.935 2.152  0.001
H: -4.070 -1.589 1.734  0.001
H: -1.594 1.332 4.463  0.000
H: -3.202 2.785 6.234  -0.001
H: -5.634 2.753 7.042  0.003
H: -7.412 1.773 5.616  0.002
H: -6.817 0.718 3.351  -0.001

Properties
⟨S²⟩: 6.05
2S+1: 5
Total charge: +4
HOMO level (spin up / spin down) (eV): -18.22 / -18.19
Kohn-Sham gap (spin up / spin down) (eV): 7.1 / 4.0
Energy relative to the best compared isomer or geometry (same formula, charge and spin) (kJ/mol): 9.9